(1)
A cluster of 9 separate species, C30H81N3O12 in total, computed with ωB97M-V with the def2-TZVPD basis set.

Last column: Mulliken charge in e.
Cartesian coordinates (Å):
C 0.97721 5.62127 0.77117  -1.003
O 1.43721 4.28227 0.55517  -0.082
C 1.56321 3.49127 1.70917  -0.416
C 0.25321 3.09827 2.31517  -0.212
N 0.32221 2.15627 3.39517  -0.272
C -1.05179 1.83227 3.80917  -0.633
C -1.62179 0.67527 3.03817  0.128
O -2.66679 0.07927 3.23617  -0.380
C -2.77879 -0.49773 4.50517  -0.851
H 1.50621 6.08727 1.57117  0.451
H -0.04379 5.71127 1.16117  0.230
H 0.99021 6.20427 -0.13183  0.309
H 2.24421 3.98027 2.40117  0.535
H 2.00621 2.54027 1.35217  -0.371
H -0.37479 2.74727 1.54017  -0.288
H -0.28979 3.96627 2.69417  0.892
H 0.69121 2.63127 4.21917  0.395
H -1.71179 2.72427 3.76517  0.000
H -0.91079 1.52927 4.80517  0.842
H -0.79379 -0.04073 2.95617  0.188
H -1.83679 0.99127 2.02717  -0.172
H -3.69479 -1.04273 4.64917  0.370
H -2.76679 0.18327 5.35717  0.343
H -1.95679 -1.22273 4.75717  0.186
C -3.36579 4.14627 1.76917  -0.320
O -3.45779 4.29027 0.37717  -0.541
C -2.40079 3.68827 -0.32183  1.298
C -2.75279 3.60627 -1.81183  -1.205
N -1.59879 3.01027 -2.50983  0.240
C -0.40879 3.87727 -2.43983  0.902
C 0.45021 3.35527 -3.54783  -2.407
O 0.90721 2.19427 -3.45083  1.072
C 1.94721 1.87927 -4.41683  -1.230
H -2.57379 4.75427 2.13517  0.210
H -3.12479 3.11827 2.03417  -0.062
H -4.39579 4.39927 2.16017  0.335
H -2.31079 2.65027 -0.01483  -0.206
H -1.47879 4.23927 -0.13283  -0.240
H -2.86479 4.61927 -2.19383  0.468
H -3.67079 3.02227 -2.06883  0.253
H -1.28879 2.11427 -2.12683  -0.729
H 0.09521 3.71827 -1.47583  -0.628
H -0.60479 4.95227 -2.49983  0.627
H 1.31421 3.97227 -3.61383  0.705
H -0.04579 3.50027 -4.45883  0.395
H 2.33721 0.86427 -4.26883  0.320
H 2.78521 2.61227 -4.39383  0.316
H 1.54921 1.78927 -5.44483  0.320
C -1.79879 -2.15973 0.95917  -0.591
O -0.56079 -2.80473 0.84617  -0.068
C 0.21721 -2.78773 2.03117  -0.271
C -0.50879 -3.67573 3.12317  -0.925
N 0.42421 -3.94073 4.16417  -0.099
C -0.12179 -4.83573 5.15617  -0.647
C 1.06221 -5.21973 5.97517  -0.398
O 0.99521 -6.17973 6.73617  -0.347
C 0.35021 -5.78773 8.03117  -0.696
H -2.19479 -2.08073 -0.02983  0.254
H -1.75979 -1.19873 1.39317  -0.011
H -2.58579 -2.67873 1.48517  0.459
H 0.37421 -1.75973 2.39117  -0.226
H 1.14121 -3.20873 1.81617  0.707
H -0.90479 -4.60473 2.81017  0.530
H -1.31079 -3.06173 3.52417  0.111
H 0.51921 -2.99173 4.55917  0.251
H -0.47479 -5.77673 4.70617  0.300
H -0.87179 -4.43473 5.80817  0.300
H 1.38021 -4.31873 6.54717  0.295
H 1.86521 -5.49773 5.33317  0.307
H -0.61879 -5.26073 7.97217  0.298
H 1.06921 -5.19273 8.68217  0.276
H 0.13821 -6.75473 8.56617  0.278
C -1.42079 -3.91273 -2.44383  -0.006
C -0.32379 -4.33873 -3.23583  0.434
O -0.04979 -5.69873 -2.99383  -0.596
H -2.33879 -4.44373 -2.79483  0.293
H -1.44679 -2.85573 -2.47683  -0.357
H -1.17479 -4.22473 -1.41183  0.075
H 0.64921 -3.84973 -2.93383  -0.130
H -0.54979 -4.20273 -4.34183  0.008
H 0.14521 -5.75573 -2.07483  0.337
C -0.35279 -1.68673 -6.03783  -1.360
C 0.46021 -1.57373 -4.83983  2.593
O 1.60321 -2.40073 -5.02083  -0.659
H -0.68579 -2.71273 -6.26683  0.317
H 0.17921 -1.38173 -6.92383  0.391
H -1.25779 -1.13273 -5.93983  0.149
H -0.05479 -1.77473 -3.89583  -0.921
H 0.76621 -0.60073 -4.71183  -0.937
H 2.05621 -2.65073 -4.21383  0.382
C 3.12321 1.87527 -1.19983  1.655
C 4.24921 2.58827 -0.61883  -0.750
O 5.20521 1.65127 0.04517  -0.576
H 2.47821 1.37327 -0.48083  -1.222
H 3.47321 1.21227 -1.98383  0.446
H 2.52121 2.64727 -1.65183  -0.346
H 3.83421 3.44727 -0.06783  0.153
H 4.87321 3.04227 -1.48483  0.414
H 4.83021 1.46727 0.88917  0.318
C 0.05621 -0.10673 -1.67183  -2.126
C -0.16379 0.73827 -0.50883  1.657
O 0.61321 0.33527 0.60717  -0.473
H -0.61379 0.01127 -2.46883  -0.500
H 0.06421 -1.15073 -1.52483  1.672
H 0.96721 0.20327 -2.09783  0.141
H -1.26679 0.60127 -0.31983  0.465
H 0.08121 1.77527 -0.71583  -0.116
H 0.24821 0.70627 1.38117  -0.509
C 4.41421 -2.20973 -0.07283  -1.872
C 3.28821 -1.38373 0.20817  0.826
O 2.20421 -1.56673 -0.65783  -0.228
H 5.01021 -1.93673 -0.90183  0.416
H 4.19921 -3.26773 -0.15083  0.379
H 5.05821 -2.13073 0.81617  0.378
H 3.49821 -0.31773 0.32217  -0.407
H 2.90021 -1.62473 1.15617  0.183
H 1.53221 -0.88373 -0.54583  -0.133
C -2.92679 0.10827 -3.94983  -0.338
C -2.63879 1.00527 -5.03083  -0.499
O -1.25379 1.26027 -5.00483  -0.470
H -2.38379 -0.81173 -3.94483  -0.143
H -3.96779 -0.23073 -4.03083  0.504
H -2.85579 0.59927 -2.95683  -0.012
H -3.22379 1.90427 -4.93383  0.364
H -2.82979 0.56127 -5.99183  0.449
H -1.16179 1.81527 -4.22983  0.122

Calculated values
LUMO = 0.19 eV
E_tot = -2258.31338 Eh
relative energy (zero: lowest compared OMol25 entry of this formula, charge and spin) = 7.595 eV
SMILES = COCCNCCOC.COCCNCCOC.COCCNCCOC.CCO.CCO.CCO.CCO.CCO.CCO
charge = 0
spin multiplicity = 1

=====

(2)
A cluster of 3 separate species, C25H22F5IO3 in total, computed with ωB97M-V with the def2-TZVPD basis set.

Last column: Mulliken charge in e.
Cartesian coordinates (Å):
C 4.36295 0.82491 1.26872  -1.307
C 2.83220 0.93655 1.19975  -0.249
C 2.23045 -0.34468 1.79970  -1.159
I 2.02717 -0.14793 3.94458  0.088
C 0.96417 -0.80355 1.14365  0.584
C 0.99435 -1.53341 0.02659  0.674
F 2.12373 -1.87186 -0.58967  -0.354
C -0.29690 -1.95573 -0.59556  -0.531
O -0.50063 -1.95761 -1.78936  -0.550
C -1.33968 -2.29445 0.42634  0.145
C -2.22192 -3.49274 0.16802  0.534
F -3.51020 -3.26741 0.43699  -0.239
F -2.15108 -3.89007 -1.11333  -0.341
C -1.70740 -4.66296 1.02823  0.206
F -2.31201 -5.79858 0.67989  -0.288
F -0.37985 -4.78687 0.75153  -0.284
C -1.41787 -1.55142 1.53947  1.620
C -2.42317 -1.68114 2.63137  -0.795
C -1.83589 -1.55150 4.02241  -0.137
O -2.07064 -2.39574 4.86660  -0.513
C -0.39248 -0.45896 1.66163  -0.602
O -0.65983 0.63796 2.10038  -0.542
H 4.84880 1.51326 0.58873  0.334
H 4.69923 -0.17251 1.01170  0.379
H 4.65572 1.03334 2.29043  0.380
H 2.51925 1.80466 1.75564  0.422
H 2.52773 0.98784 0.15993  0.290
H 2.93774 -1.15009 1.69837  0.695
H -1.79778 -4.46764 2.09043  0.394
H -3.15266 -0.87619 2.52179  0.371
H -2.97734 -2.60266 2.60088  0.377
H -1.21478 -0.68272 4.26732  0.450
C -4.19804 -0.27568 -0.52978  -0.247
C -5.43101 -0.64293 -0.01555  -0.291
C -6.40097 0.31638 0.23811  -0.486
C -6.12671 1.65359 -0.01522  -0.378
C -4.88511 2.02604 -0.51559  -0.487
C -3.91981 1.06219 -0.77353  -0.468
H -3.46274 -1.04263 -0.72672  0.369
H -5.63897 -1.68694 0.18171  0.410
H -7.36445 0.02427 0.63481  0.381
H -6.87881 2.40690 0.18007  0.367
H -4.67047 3.06938 -0.70643  0.372
H -2.95398 1.35311 -1.16698  0.413
C 4.58136 4.53212 -3.08303  -0.432
C 4.10140 3.53195 -2.24941  -0.285
C 4.23822 2.19903 -2.61235  -0.002
C 4.85045 1.86669 -3.81257  -0.637
C 5.32461 2.86696 -4.64918  -0.300
C 5.19170 4.19940 -4.28405  -0.427
H 4.47854 5.57085 -2.79728  0.362
H 3.61903 3.79190 -1.31533  0.370
H 3.86478 1.42289 -1.95585  0.266
H 4.95790 0.82768 -4.09593  0.363
H 5.79867 2.60772 -5.58678  0.360
H 5.56305 4.97904 -4.93625  0.354

Calculated values
LUMO = -1.67 eV
E_tot = -1988.52506 Eh
relative energy (zero: lowest compared OMol25 entry of this formula, charge and spin) = 0.000 eV
SMILES = CC[C@@H](I)C1=C(F)C(=O)C(C(F)(F)C(F)F)=C(CC=O)C1=O.c1ccccc1.c1ccccc1
charge = 0
spin multiplicity = 1

=====

- The highest relative energy (zero: lowest compared OMol25 entry of this formula, charge and spin) belongs to which entry?
  C30H81N3O12

=====

- relative energy (zero: lowest compared OMol25 entry of this formula, charge and spin) of number 1 (C30H81N3O12)?
  7.595 eV